DFT (ωB97M-V/def2-TZVPD) results for a molecular structure, C3H10N2S.

Summary:
Energy above the lowest of the compared OMol25 structures with the same formula, charge and spin in kJ/mol: 517.47
Molecular weight in u: 106.19
HOMO level (alpha / beta) in eV: -7.94 / -7.94
Energy in Eh: -627.79754
Gap between HOMO and LUMO (alpha / beta) in eV: 8.06 / 8.05
LUMO (alpha / beta) in eV: 0.111 / 0.110

Each line ends with the Löwdin charge.
Positions of all 16 atoms, in Å:
1 S 1.053 -0.660 0.616  0.890
2 N -1.552 0.185 -0.779  0.002
3 N 0.533 0.788 0.982  -0.465
4 C -0.660 -0.437 -1.483  -0.393
5 C 1.221 1.940 0.453  -0.223
6 C -0.334 -1.616 1.395  -0.243
7 H 0.032 -2.728 1.315  0.092
8 H 0.410 -0.797 -0.858  -0.049
9 H 1.915 1.853 -0.399  0.082
10 H 0.345 2.531 0.200  0.067
11 H -0.331 -1.099 2.341  0.034
12 H -1.156 -1.295 -1.837  0.065
13 H 1.587 2.360 1.313  0.035
14 H 0.089 -0.069 -2.273  0.116
15 H -1.091 -1.309 0.759  -0.033
16 H -1.273 1.163 -0.744  0.022

=====

DFT (ωB97M-V/def2-TZVPD) results for a molecular structure, C27H41BrN3O2PdSi4Te.

Summary:
Energy above the lowest of the compared OMol25 structures with the same formula, charge and spin in kJ/mol: 232.37
Molecular weight in u: 865.91
HOMO level (alpha / beta) in eV: -10.33 / -10.29
Energy in Eh: -5495.83371
Gap between HOMO and LUMO (alpha / beta) in eV: 7.17 / 4.14
Net charge: +1
Spin multiplicity: 5
LUMO (alpha / beta) in eV: -3.152 / -6.142

Each line ends with the Löwdin charge.
Positions of all 80 atoms, in Å:
1 Te 0.305 -2.530 -1.405  0.796
2 Pd 0.572 -0.634 0.267  0.622
3 Br 3.278 6.292 -1.823  0.777
4 Si -1.702 -1.238 -0.469  0.203
5 Si -2.470 1.215 0.498  0.554
6 Si -2.754 -2.959 1.168  0.469
7 Si -3.152 -1.652 -2.483  0.374
8 O 1.119 1.309 -0.894  -0.041
9 O -0.016 1.480 0.973  -0.182
10 N 1.350 -0.980 2.229  -0.048
11 N 1.023 5.437 1.501  0.092
12 N 2.854 -0.929 -0.083  -0.062
13 C 3.143 -1.445 3.535  -0.026
14 C 0.740 1.994 0.085  -0.619
15 C -2.155 -2.303 2.790  -0.198
16 C -2.827 -3.407 -3.045  -0.235
17 C 3.410 -1.295 1.015  -0.082
18 C 5.588 2.334 -1.079  -0.064
19 C 7.161 0.524 -1.218  -0.074
20 C 0.722 4.156 1.330  -0.068
21 C 6.109 -0.384 -1.279  -0.046
22 C 1.765 6.036 0.575  -0.160
23 C -4.276 0.885 0.139  -0.222
24 C -2.501 -0.339 -3.643  -0.210
25 C -2.389 1.330 2.352  -0.172
26 C -5.008 -1.514 -2.329  -0.191
27 C 0.976 -0.887 3.522  -0.170
28 C 1.896 4.050 -0.752  -0.050
29 C 2.222 5.376 -0.560  -0.661
30 C 2.045 -1.180 4.363  -0.072
31 C 2.687 -1.304 2.228  -0.329
32 C 6.903 1.881 -1.122  -0.077
33 C -4.593 -2.899 0.949  -0.183
34 C -2.001 2.392 -0.868  -0.162
35 C 4.795 0.063 -1.250  -0.229
36 C 4.544 1.428 -1.143  -0.031
37 C -2.021 -4.580 0.649  -0.214
38 C 3.641 -0.909 -1.322  -0.195
39 C 1.130 3.420 0.222  -0.116
40 H -2.831 2.459 -1.571  0.040
41 H -1.116 2.076 -1.418  0.030
42 H -5.400 -1.593 -3.348  0.053
43 H 4.149 -1.698 3.829  0.111
44 H 8.181 0.166 -1.249  0.107
45 H 0.140 3.683 2.110  0.121
46 H -1.802 3.392 -0.473  0.056
47 H -3.175 -3.517 -4.076  0.047
48 H -4.465 0.727 -0.918  -0.003
49 H 7.722 2.587 -1.083  0.107
50 H -5.061 -3.416 1.792  0.055
51 H 2.968 -0.625 -2.132  0.099
52 H 5.386 3.395 -1.004  0.098
53 H -3.290 0.888 2.777  0.037
54 H 4.468 -1.563 1.044  0.150
55 H -0.021 -0.603 3.817  0.089
56 H -2.959 0.629 -3.432  0.030
57 H -4.806 1.801 0.429  0.063
58 H -4.982 -1.884 0.926  0.015
59 H -0.931 -4.562 0.679  0.010
60 H 3.516 1.757 -1.108  0.079
61 H -1.418 -0.223 -3.586  0.024
62 H 2.002 7.080 0.738  0.111
63 H -2.079 -3.100 3.535  0.057
64 H -1.505 0.842 2.753  0.010
65 H -4.714 0.069 0.711  0.016
66 H 2.211 3.518 -1.638  0.115
67 H -1.163 -1.877 2.668  -0.019
68 H -1.778 -3.689 -3.019  -0.038
69 H -2.822 -1.532 3.180  0.039
70 H -2.362 -5.361 1.335  0.052
71 H 6.317 -1.445 -1.355  0.112
72 H 2.022 -1.175 5.440  0.099
73 H -2.348 2.378 2.660  0.053
74 H -4.902 -3.409 0.037  0.027
75 H -3.392 -4.117 -2.438  0.030
76 H 4.024 -1.911 -1.533  0.117
77 H -2.753 -0.607 -4.673  0.045
78 H -2.330 -4.857 -0.360  0.026
79 H -5.438 -2.332 -1.754  0.020
80 H -5.376 -0.581 -1.915  0.012

=====

DFT (ωB97M-V/def2-TZVPD) results for a molecular structure, C3H5BeO2.

Summary:
Energy above the lowest of the compared OMol25 structures with the same formula, charge and spin in kJ/mol: 0.00
Molecular weight in u: 82.08
HOMO level (alpha / beta) in eV: -8.94 / -9.13
Energy in Eh: -282.35990
Gap between HOMO and LUMO (alpha / beta) in eV: 8.97 / 8.27
Spin multiplicity: 2
LUMO (alpha / beta) in eV: 0.032 / -0.861

Each line ends with the Löwdin charge.
Positions of all 11 atoms, in Å:
1 O 0.413 -0.702 -0.242  -0.099
2 O -0.908 1.025 -0.365  -0.022
3 C 0.330 0.567 -0.413  -0.248
4 C -1.944 0.334 0.192  0.070
5 C 1.840 -1.145 -0.087  -0.111
6 Be 2.000 0.629 -0.166  0.193
7 H -1.822 -0.719 0.430  0.081
8 H 2.728 1.636 0.456  -0.055
9 H -2.869 0.900 0.236  0.082
10 H 1.995 -1.848 -0.919  0.052
11 H 1.834 -1.740 0.838  0.058

=====

DFT (ωB97M-V/def2-TZVPD) results for C10H12N2 in the gas phase.

Summary:
Energy above the lowest of the compared OMol25 structures with the same formula, charge and spin in kJ/mol: 300.84
Molecular weight in u: 160.22
HOMO level in eV: -8.36
Energy in Eh: -497.64769
Gap between HOMO and LUMO in eV: 9.28
SMILES string: C1=C(n2ccnc2)CC[C@H]2C[C@@H]12
LUMO in eV: 0.923

Each line ends with the Löwdin charge.
Positions of all 24 atoms, in Å:
1 N 3.953 -0.438 -0.245  0.041
2 N 1.767 -0.069 0.145  -0.024
3 C -2.928 1.001 0.315  -0.037
4 C -0.338 -1.395 -0.296  -0.142
5 C 2.472 1.013 0.636  -0.042
6 C -1.840 0.807 -0.752  -0.219
7 C -2.550 -0.331 -0.223  -0.291
8 C 0.447 -0.127 -0.259  -0.263
9 C 2.780 -0.914 -0.329  -0.181
10 C -1.551 -1.126 0.644  -0.137
11 C -0.359 0.966 -0.267  0.009
12 C 3.872 0.749 0.395  -0.120
13 H 2.630 -1.919 -0.750  0.134
14 H -1.937 1.268 -1.696  0.121
15 H 2.029 1.904 1.059  0.105
16 H 0.108 1.974 -0.265  0.115
17 H -0.706 -1.702 -1.341  0.151
18 H 4.512 1.571 0.456  0.071
19 H -2.590 1.297 1.239  0.081
20 H -1.972 -2.161 0.911  0.132
21 H -1.067 -0.463 1.443  0.143
22 H 0.331 -2.203 0.111  0.117
23 H -3.209 -0.962 -0.733  0.124
24 H -3.854 1.262 -0.198  0.111

=====

DFT (ωB97M-V/def2-TZVPD) results for a molecular structure, C9H5ErNO4.

Summary:
Molecular weight in u: 358.40
HOMO level (alpha / beta) in eV: -21.50 / -20.26
Energy in Eh: -1715.43210
Gap between HOMO and LUMO (alpha / beta) in eV: 8.57 / 5.84
Net charge: +3
Spin multiplicity: 4
LUMO (alpha / beta) in eV: -12.924 / -14.427

Each line ends with the Löwdin charge.
Positions of all 20 atoms, in Å:
1 Er 2.964 2.813 -0.320  1.892
2 O 1.663 1.370 1.706  0.098
3 O 2.847 -0.296 -1.241  0.202
4 O 4.219 0.425 0.364  0.233
5 O 1.031 -1.340 -2.100  0.326
6 N -2.469 -0.661 1.344  0.327
7 C -3.308 -0.608 0.362  0.041
8 C -0.622 -0.178 0.029  -0.085
9 C -1.176 -0.466 1.274  0.060
10 C 1.767 0.606 0.614  -0.268
11 C 0.831 -0.017 -0.123  0.034
12 C 1.498 -0.651 -1.294  -0.344
13 C -1.459 -0.144 -1.075  0.078
14 C -2.818 -0.351 -0.917  0.083
15 C 3.116 0.253 -0.043  -0.504
16 H -1.067 0.022 -2.058  0.148
17 H -4.364 -0.757 0.537  0.183
18 H 1.434 0.906 2.525  0.176
19 H -0.590 -0.603 2.161  0.166
20 H -3.495 -0.324 -1.746  0.154

=====

DFT (ωB97M-V/def2-TZVPD) results for 2 unconnected molecules or ions with the total composition C7H19NO2.

Summary:
Energy above the lowest of the compared OMol25 structures with the same formula, charge and spin in kJ/mol: 26.99
Molecular weight in u: 149.23
HOMO level in eV: -8.43
Energy in Eh: -483.31648
Gap between HOMO and LUMO in eV: 9.27
SMILES string: CNC(C)(C)C.OCCO
LUMO in eV: 0.837

Each line ends with the Löwdin charge.
Positions of all 29 atoms, in Å:
1 O -1.867 0.607 -1.712  -0.090
2 O -2.699 0.259 1.040  -0.075
3 N 0.516 -0.543 -0.332  -0.104
4 C 1.274 0.518 0.325  -0.630
5 C -2.409 -0.831 0.185  -0.254
6 C 2.545 0.896 -0.454  -0.046
7 C 0.355 1.745 0.399  -0.042
8 C 1.107 -1.860 -0.428  -0.112
9 C -2.661 -0.471 -1.284  -0.250
10 C 1.630 0.090 1.750  -0.044
11 H -2.436 -1.325 -1.927  0.118
12 H 2.028 0.937 2.302  0.083
13 H 0.127 2.107 -0.598  0.080
14 H 0.433 -2.492 -1.005  0.081
15 H -1.772 1.201 -0.931  0.072
16 H -3.728 -0.216 -1.417  0.115
17 H 0.740 -0.271 2.257  0.088
18 H 2.383 -0.696 1.749  0.075
19 H 0.240 -0.221 -1.256  0.104
20 H 2.091 -1.879 -0.919  0.075
21 H -0.560 1.490 0.918  0.068
22 H -1.342 -1.026 0.321  0.084
23 H 3.042 1.740 0.020  0.081
24 H 2.297 1.172 -1.478  0.083
25 H 0.849 2.544 0.941  0.084
26 H -3.641 0.460 0.991  0.093
27 H 1.215 -2.291 0.565  0.075
28 H 3.248 0.066 -0.480  0.070
29 H -3.005 -1.709 0.456  0.118